Record 1
The following is a quantum chemistry calculation of a cluster of 2 separate species, C2N5O2 in total at a distorted geometry, from the Open Molecules 2025 dataset.

```
9
Properties=species:S:1:pos:R:3:forces:R:3
C 0.659544 0.886581 1.833005 1.60 2.86 5.91
C 0.866784 -1.111491 0.751140 1.88 -1.92 -0.87
N 0.923331 1.491656 2.832779 -0.81 -1.06 -3.08
N 1.386423 -2.105695 0.419468 -0.77 0.49 0.53
N -0.219154 0.765509 -1.046500 0.52 0.01 0.65
N 0.392829 0.066334 0.926447 -2.41 -0.52 -3.25
N -1.119813 0.080218 -1.641777 1.32 1.63 0.59
O -1.848217 -0.798538 -1.341712 -0.97 -1.43 0.39
O -1.041725 0.725426 -2.732851 -0.37 -0.05 -0.86
```
Forces are in eV/Å.

Its multiplicity is 1. The calculation puts the electronic energy at -13613.8630 eV. Its charge is -1.



Record 2
The following is a quantum chemistry calculation of the ion C2N7O with charge -1 at a distorted geometry, from the Open Molecules 2025 dataset.

```
10
Properties=species:S:1:pos:R:3:forces:R:3
C -0.850999 -0.187550 -0.000131 -3.69 1.16 0.00
C 2.780376 0.506334 -0.065460 -0.63 -0.35 0.65
N -1.135074 1.041033 0.389988 0.08 0.32 0.09
N -2.009203 -0.848783 -0.402481 3.02 -0.92 -0.02
N 1.612721 0.349477 -0.142609 -0.76 1.32 -0.57
N -2.461531 1.156364 0.208584 1.63 0.88 0.43
N -2.903829 0.040890 -0.272331 -2.57 -0.10 -0.32
N 0.336481 -0.821913 0.110517 3.45 -6.88 -0.49
N 0.698635 -1.947214 0.107322 -1.91 4.40 0.39
O 3.932422 0.711359 0.066605 1.37 0.18 -0.14
```
Forces are in eV/Å.

Its multiplicity is 1. The calculation puts the electronic energy at -14549.5330 eV. Its charge is -1.



Record 3
The following is a quantum chemistry calculation of a structure of composition C2NO4 at a distorted geometry, from the Open Molecules 2025 dataset.

```
7
Properties=species:S:1:pos:R:3:forces:R:3
C 1.744558 -0.094651 -0.898960 -3.71 0.30 0.25
C -0.817704 0.431165 1.083359 1.79 1.01 -0.20
N 0.427227 -0.528498 -0.570521 0.11 -2.19 0.44
O 0.131852 1.165504 0.869266 -1.65 0.24 1.42
O -1.021107 -0.354541 -0.499956 3.24 1.01 0.33
O -1.527832 -0.008159 1.936723 -0.53 -0.06 -0.55
O 1.063005 -0.610820 -1.919912 0.75 -0.30 -1.68
```
Forces are in eV/Å.

Its multiplicity is 1. The calculation puts the electronic energy at -11748.4643 eV. Its charge is -1.



Record 4
The following is a quantum chemistry calculation of a structure of composition C2O3 at a distorted geometry, from the Open Molecules 2025 dataset.

```
5
Properties=species:S:1:pos:R:3:forces:R:3
C 0.720232 -0.224140 -0.062763 4.10 0.06 -0.09
C -1.103885 0.033004 0.571385 -3.33 2.22 -1.97
O 1.115687 0.787045 0.354905 0.05 0.68 0.22
O -1.423680 0.679838 -0.331346 -0.09 -1.69 2.53
O 0.691645 -1.275746 -0.532179 -0.74 -1.26 -0.69
```
Forces are in eV/Å.

Its multiplicity is 1. The calculation puts the electronic energy at -8215.4112 eV.



Record 5
The following is a quantum chemistry calculation of the molecule C2O5S at a distorted geometry, from the Open Molecules 2025 dataset.

```
8
Properties=species:S:1:pos:R:3:forces:R:3
C 1.263180 0.295633 0.003392 -0.29 -0.76 -0.08
C 0.807498 -1.194254 0.077566 1.88 -1.14 0.16
O -2.010167 0.293139 1.189342 0.77 -0.04 0.40
O -2.085320 0.406051 -1.215294 2.09 -0.66 0.62
O 2.372165 0.719128 -0.029460 -0.84 -0.35 0.06
O 0.141177 1.053789 0.005290 -2.00 0.59 -0.33
O -0.455314 -1.299275 0.056888 -0.09 0.17 -0.62
S -1.306139 0.166481 -0.030657 -1.53 2.19 -0.21
```
Forces are in eV/Å.

Its multiplicity is 1. The calculation puts the electronic energy at -23142.2697 eV.



Record 6
The following is a quantum chemistry calculation of the molecule C2OS at a distorted geometry, from the Open Molecules 2025 dataset.

```
4
Properties=species:S:1:pos:R:3:forces:R:3
C 0.315092 0.053643 -0.027254 0.34 1.88 0.07
C 1.521214 0.486440 0.015066 1.66 0.93 -0.04
O -0.452358 -0.966526 0.004077 -1.41 -4.25 0.01
S -1.383947 0.426443 0.008112 -0.58 1.44 -0.04
```
Forces are in eV/Å.

Its multiplicity is 1. The calculation puts the electronic energy at -14949.6275 eV.



| no. | highest occupied orbital energy (Eh) | LUMO energy (eV) | molar mass (g/mol) |
| --- | --- | --- | --- |
| 1 | -0.191 | 2.38 | 126.05 |
| 2 | -0.218 | 3.17 | 138.07 |
| 3 | -0.154 | 4.30 | 102.02 |
| 4 | -0.473 | -0.38 | 72.02 |
| 5 | -0.386 | -2.04 | 136.08 |
| 6 | -0.375 | -2.13 | 72.09 |